ORCA calculation (wB97M-V/def2-TZVPD) on a structure of composition C38H45GeHgN5P2S2Se at a distorted geometry.

Last column: Löwdin spin population.
Cartesian coordinates (Å):
Hg1 -11.4579 19.2573 3.2868  0.188
S1 -12.2128 15.8534 2.8110  0.024
P1 -11.5675 16.8354 1.2115  0.012
C1 -10.8574 18.4722 1.3063  0.115
P2 -10.1010 19.8518 0.5538  0.020
S2 -10.6281 21.6700 1.0197  0.004
C2 -8.3171 19.7563 0.8975  0.000
C3 -7.4018 20.1590 -0.0918  0.000
C4 -6.0530 20.0136 0.1795  0.000
C5 -5.6763 19.5588 1.4583  0.000
C6 -6.5935 19.2764 2.4556  0.000
C7 -7.9399 19.4422 2.1512  0.002
C8 -10.1595 19.7636 -1.2519  0.006
C9 -11.3003 20.3535 -1.8538  0.004
C10 -11.4940 20.3146 -3.2560  0.000
C11 -10.6189 19.6050 -4.0300  0.003
C12 -9.4916 19.0796 -3.3985  0.000
C13 -9.2007 19.0599 -2.0401  0.003
C14 -13.0311 17.0463 0.2171  0.001
C15 -14.2913 16.9283 0.7585  0.000
C16 -15.4267 16.9528 -0.0280  0.000
C17 -15.2886 17.1586 -1.4133  0.000
C18 -14.0763 17.3808 -1.9749  0.000
C19 -12.9221 17.2783 -1.1586  0.000
C20 -10.6137 15.7517 0.0791  0.003
C21 -11.2760 14.6885 -0.4666  0.001
C22 -10.6305 13.8434 -1.3966  0.000
C23 -9.3269 14.0226 -1.6926  0.000
C24 -8.5989 15.0832 -1.0873  0.001
C25 -9.2504 15.9497 -0.2023  0.001
H1 -7.7641 20.5767 -1.0347  0.000
H2 -5.2725 20.1810 -0.5148  0.000
H3 -4.6028 19.4078 1.6954  0.000
H4 -6.2673 19.0065 3.4699  0.000
H5 -8.7342 19.3106 2.9425  0.008
H6 -12.0559 20.7526 -1.1482  0.000
H7 -12.2225 20.8466 -3.7957  0.000
H8 -10.6832 19.5363 -5.1214  0.000
H9 -8.6605 18.6937 -4.0622  0.000
H10 -8.4120 18.4329 -1.6201  0.000
H11 -14.3998 16.8177 1.8845  0.000
H12 -16.4383 16.8716 0.4036  0.000
H13 -16.1920 17.2311 -2.0856  0.000
H14 -13.9890 17.6945 -3.0405  0.000
H15 -11.9062 17.4509 -1.5615  0.000
H16 -12.3129 14.5111 -0.0980  0.000
H17 -11.1786 13.0947 -1.9501  0.000
H18 -8.8075 13.3071 -2.3602  0.000
H19 -7.5693 15.2766 -1.3761  0.000
H20 -8.6053 16.6483 0.3084  0.000
N1 -11.0485 20.9778 8.2431  0.065
C26 -12.3562 20.6621 8.1865  0.175
N2 -12.9797 20.4624 9.3591  0.071
N3 -13.0251 20.6416 7.0386  0.000
C27 -12.5892 20.6949 5.8634  0.155
N4 -12.1652 20.6835 4.7729  0.102
H21 -10.4678 20.6298 9.0218  0.007
H22 -10.5700 21.1393 7.3521  0.004
H23 -12.4095 20.2855 10.1873  0.007
H24 -13.9869 20.5384 9.3521  0.005
N5 -12.8160 23.9155 5.3607  0.004
C28 -14.0447 24.2064 4.8086  0.001
C29 -14.8672 25.2831 5.2225  0.000
C30 -16.0702 25.4747 4.6244  0.000
C31 -16.4888 24.6206 3.6267  0.000
C32 -15.6957 23.6344 3.0845  0.000
C33 -14.4448 23.4251 3.6820  0.001
H25 -12.4387 24.4254 6.1380  0.001
H26 -12.5366 22.9811 5.2824  0.002
H27 -14.5433 26.0469 5.9238  0.000
H28 -16.6967 26.3399 4.8554  0.000
H29 -17.5267 24.7138 3.2559  0.000
H30 -16.0211 23.1341 2.1918  0.000
H31 -13.8376 22.5979 3.3049  0.000
C34 -14.2924 12.5705 4.5125  0.000
Ge1 -14.7700 12.9071 6.3985  0.000
C35 -13.2279 13.8367 7.3102  0.000
C36 -15.1546 11.4154 7.5602  0.000
C37 -16.4589 13.9589 6.4448  0.000
Se1 -16.3695 15.8914 6.2477  0.002
C38 -17.0325 15.9546 4.3701  0.000
H32 -13.4699 11.8391 4.3795  0.000
H33 -13.7594 13.4879 4.1795  0.000
H34 -15.1426 12.3762 3.8056  0.000
H35 -12.2860 13.1895 7.1322  0.000
H36 -13.4007 13.8670 8.4061  0.000
H37 -13.1957 14.8659 6.8083  0.000
H38 -14.5600 10.4968 7.2872  0.000
H39 -16.2314 11.1789 7.5613  0.000
H40 -14.8603 11.6881 8.5421  0.000
H41 -16.9617 13.8473 7.4591  0.000
H42 -17.0970 13.5826 5.5874  0.000
H43 -16.1982 15.6135 3.7216  0.000
H44 -17.3394 16.9513 4.1139  0.000
H45 -17.9160 15.2895 4.2857  0.000

Energy relative to the best compared isomer or geometry (same formula, charge and spin) (kcal/mol): 0.0
Net charge: -1
Spin multiplicity: 2
Molar mass (g/mol): 1050.1
Lowest unoccupied orbital energy (alpha / beta) (eV): 2.14 / 2.06
HOMO (alpha / beta) (eV): -1.70 / -4.13
<S²>: 0.77

---

ORCA calculation (wB97M-V/def2-TZVPD) on a structure of composition C38H45N16SZr.

Last column: Mulliken charge in e.
Cartesian coordinates (Å):
Zr1 0.5955 -0.1838 -0.1931  0.116
C1 -0.2483 -4.5529 -1.5592  -2.083
C2 -0.0366 -3.3072 -0.7739  0.544
N1 -0.2968 -2.1250 -1.2035  0.372
N2 -0.8810 -2.0098 -2.4351  -1.478
C3 -1.5583 -0.9045 -2.5447  0.325
N3 -2.2402 -0.6576 -3.6685  -0.249
S1 -1.6183 0.3257 -1.2797  -0.445
C4 0.5276 -3.3534 0.5968  0.799
C5 0.7141 -4.5582 1.2464  -0.911
C6 1.2706 -4.5835 2.5190  -0.685
C7 1.6651 -3.3840 3.0888  -1.257
C8 1.4422 -2.2199 2.3790  -0.143
N4 0.8508 -2.1723 1.1769  0.646
H1 -1.1063 -5.1113 -1.1756  0.465
H2 -0.4497 -4.3031 -2.5954  0.390
H3 0.6270 -5.2008 -1.4945  0.467
H4 -2.3897 -1.4061 -4.3285  0.275
H5 -2.8451 0.1448 -3.7182  0.241
H6 0.4231 -5.4805 0.7638  0.574
H7 1.4074 -5.5212 3.0412  0.479
H8 2.1378 -3.3420 4.0598  0.531
H9 1.7964 -1.2853 2.7957  0.589
C9 -5.6168 1.5083 2.5569  -0.390
C10 -4.7801 0.6497 1.8430  -0.369
N5 -3.4711 0.6428 2.0425  -0.385
C11 -2.9822 1.4816 2.9572  -0.490
C12 -3.8147 2.3325 3.6625  0.109
N6 -5.1295 2.3460 3.4555  -0.616
C13 -1.4711 1.3653 3.1571  0.798
C14 -0.8772 2.2760 4.1884  -1.939
C15 0.3527 2.8113 4.2492  1.127
C16 1.4774 2.6010 3.3305  -0.819
C17 1.6560 1.7174 2.3449  0.649
N7 0.6248 0.7841 1.9318  -0.566
C18 2.9052 1.5790 1.5816  -0.189
C19 4.0607 2.3046 1.8897  -0.086
N8 5.1646 2.2272 1.1711  -0.554
C20 5.1469 1.4095 0.1221  -0.805
C21 4.0265 0.6601 -0.1760  -0.421
N9 2.9031 0.7194 0.5507  0.645
C22 0.6616 3.7101 5.4051  -0.698
C23 -0.2287 4.6991 5.8007  -0.553
C24 0.0935 5.4929 6.8945  -0.498
N10 1.2214 5.3534 7.5820  -0.540
C25 2.0756 4.4108 7.2020  -0.491
C26 1.8449 3.5714 6.1191  -0.465
H10 -6.6887 1.5120 2.4033  0.434
H11 -5.1686 -0.0354 1.0998  0.464
H12 -3.4438 3.0364 4.3979  0.498
H13 -1.5282 2.4863 5.0279  1.113
H14 2.3058 3.2674 3.5358  0.836
H15 4.1003 2.9656 2.7455  0.498
H16 6.0422 1.3538 -0.4838  0.445
H17 4.0210 0.0090 -1.0346  0.363
H18 -1.1516 4.8729 5.2601  0.372
H19 -0.5768 6.2780 7.2235  0.399
H20 2.9812 4.3179 7.7896  0.385
H21 2.5710 2.8056 5.8700  0.473
C27 1.3307 -0.8460 -4.9644  -0.877
N11 2.2372 -1.4652 -3.9941  -0.007
C28 2.8003 -2.7713 -4.3603  -0.795
C29 3.4403 -3.2420 -3.0637  -0.624
N12 2.8364 -2.3547 -2.0588  0.548
C30 3.4558 -2.4346 -0.7453  -1.111
C31 2.2568 -1.2856 -2.6691  -0.636
N13 1.7728 -0.2375 -1.9883  1.961
C32 1.4939 1.0236 -2.7243  -1.454
C33 1.4953 2.2552 -1.8100  -1.526
N14 0.7462 2.0126 -0.5727  0.621
C34 0.0148 2.9320 0.0194  -0.342
N15 -0.1974 4.2134 -0.3185  -0.003
C35 0.6437 5.0775 -1.1491  -1.132
C36 -1.0542 4.8752 0.6713  -1.049
C37 -1.6983 3.7077 1.3997  -0.383
N16 -0.7284 2.6316 1.1411  1.711
C38 -0.7627 1.3561 1.7997  -0.814
H22 1.1892 -1.5558 -5.7758  0.436
H23 1.7465 0.0647 -5.3899  0.328
H24 0.3578 -0.6479 -4.5249  0.239
H25 3.5112 -2.6716 -5.1773  0.389
H26 1.9908 -3.4301 -4.6805  0.439
H27 4.5241 -3.1008 -3.0653  0.392
H28 3.2316 -4.2852 -2.8338  0.373
H29 3.2746 -3.4305 -0.3395  0.322
H30 3.0888 -1.6998 -0.0372  0.337
H31 4.5391 -2.3097 -0.8324  0.304
H32 0.5255 0.9740 -3.2189  0.353
H33 2.2622 1.1887 -3.4798  0.843
H34 1.0545 3.0540 -2.4001  0.760
H35 2.5234 2.5392 -1.5729  0.215
H36 1.6865 4.7721 -1.1274  0.419
H37 0.5891 6.0838 -0.7391  0.448
H38 0.2902 5.1211 -2.1780  0.341
H39 -1.7826 5.5158 0.1801  0.473
H40 -0.4394 5.4847 1.3391  0.475
H41 -2.6720 3.4536 0.9771  0.372
H42 -1.8058 3.9049 2.4611  0.261
H43 -1.3586 0.3372 3.5308  0.852
H44 0.5397 0.0823 2.6629  0.511
H45 -1.3309 0.5918 1.2478  0.730

Energy relative to the best compared isomer or geometry (same formula, charge and spin) (kcal/mol): 19.7
Net charge: +3
Spin multiplicity: 1
Molar mass (g/mol): 849.2
Lowest unoccupied orbital energy (eV): -9.10
HOMO (eV): -15.29

---

What is the net charge in the first record?
-1